C15H54O12 | ωB97M-V/def2-TZVPD

Bonds (Å) are listed after each position.
CARTESIAN COORDINATES (ANGSTROEM)
1 C 7.793 13.163 -6.123  C2 1.519, H4 1.097, H5 1.091, H6 1.092
2 C 7.433 14.562 -6.594  C1 1.519, O3 1.430, H7 1.092, H8 1.091
3 O 6.753 14.470 -7.848  C2 1.430, H9 0.963
4 H 6.899 12.529 -6.096  C1 1.097
5 H 8.193 13.097 -5.110  C1 1.091
6 H 8.457 12.640 -6.814  C1 1.092
7 H 8.355 15.143 -6.668  C2 1.092
8 H 6.838 15.046 -5.819  C2 1.091
9 H 7.347 14.829 -8.516  O3 0.963
10 C 2.426 10.973 -10.410  C11 1.507, H13 1.097, H14 1.094, H15 1.091
11 C 0.978 10.716 -10.739  C10 1.507, O12 1.411, H16 1.091, H17 1.098
12 O 0.243 11.918 -10.648  C11 1.411, H18 0.967
13 H 2.854 11.749 -11.057  C10 1.097
14 H 3.104 10.118 -10.468  C10 1.094
15 H 2.541 11.366 -9.399  C10 1.091
16 H 0.569 9.990 -10.035  C11 1.091
17 H 0.886 10.258 -11.732  C11 1.098
18 H 0.526 12.522 -11.349  O12 0.967
19 C 5.231 11.570 -13.462  C20 1.512, H22 1.091, H23 1.090, H24 1.089
20 C 4.065 12.204 -14.187  C19 1.512, O21 1.410, H25 1.099, H26 1.099
21 O 3.312 11.211 -14.847  C20 1.410, H27 0.959
22 H 4.877 10.905 -12.673  C19 1.091
23 H 5.787 12.401 -13.029  C19 1.090
24 H 5.798 10.964 -14.168  C19 1.089
25 H 4.451 12.959 -14.886  C20 1.099
26 H 3.442 12.773 -13.484  C20 1.099
27 H 2.499 11.565 -15.210  O21 0.959
28 C 5.976 10.871 -8.911  O29 1.413, H30 1.086, H31 1.098, H32 1.096
29 O 5.359 9.691 -8.437  C28 1.413, H33 0.961
30 H 5.874 11.667 -8.180  C28 1.086
31 H 7.050 10.712 -9.072  C28 1.098
32 H 5.568 11.271 -9.847  C28 1.096
33 H 5.500 9.006 -9.095  O29 0.961
34 C 1.286 14.866 -8.464  O35 1.427, H36 1.092, H37 1.092, H38 1.094
35 O 1.669 13.513 -8.222  C34 1.427, H39 0.964
36 H 1.042 15.297 -7.492  C34 1.092
37 H 2.092 15.393 -8.980  C34 1.092
38 H 0.395 14.886 -9.100  C34 1.094
39 H 2.544 13.350 -8.592  O35 0.964
40 C 5.259 17.582 -7.333  O41 1.411, H42 1.093, H43 1.097, H44 1.091
41 O 5.065 18.150 -6.056  C40 1.411, H45 0.971
42 H 5.715 16.593 -7.243  C40 1.093
43 H 4.318 17.536 -7.895  C40 1.097
44 H 5.940 18.193 -7.927  C40 1.091
45 H 4.551 17.496 -5.553  O41 0.971
46 C 3.593 14.632 -5.670  O47 1.430, H48 1.092, H49 1.092, H50 1.092
47 O 3.857 15.822 -4.923  C46 1.430, H51 0.961
48 H 2.526 14.521 -5.875  C46 1.092
49 H 4.076 14.727 -6.645  C46 1.092
50 H 4.015 13.750 -5.184  C46 1.092
51 H 3.509 15.698 -4.035  O47 0.961
52 C -0.273 14.447 -12.893  O53 1.434, H54 1.086, H55 1.095, H56 1.095
53 O 1.048 14.104 -12.452  C52 1.434, H57 0.957
54 H -0.949 13.605 -12.777  C52 1.086
55 H -0.670 15.302 -12.336  C52 1.095
56 H -0.224 14.759 -13.941  C52 1.095
57 H 1.688 14.554 -13.003  O53 0.957
58 C 2.168 17.683 -11.177  O59 1.431, H60 1.093, H61 1.093, H62 1.088
59 O 2.208 18.219 -9.851  C58 1.431, H63 0.960
60 H 1.651 16.720 -11.187  C58 1.093
61 H 1.651 18.381 -11.842  C58 1.093
62 H 3.192 17.541 -11.517  C58 1.088
63 H 1.409 17.952 -9.391  O59 0.960
64 C 4.475 14.626 -10.377  O65 1.419, H66 1.087, H67 1.100, H68 1.095
65 O 4.384 13.796 -9.230  C64 1.419, H69 0.974
66 H 3.546 14.524 -10.930  C64 1.087
67 H 4.594 15.673 -10.065  C64 1.100
68 H 5.392 14.391 -10.928  C64 1.095
69 H 5.151 13.953 -8.650  O65 0.974
70 C 5.343 19.552 -10.536  O71 1.421, H72 1.096, H73 1.095, H74 1.089
71 O 4.297 20.153 -9.786  C70 1.421, H75 0.972
72 H 5.225 18.463 -10.567  C70 1.096
73 H 5.367 19.915 -11.568  C70 1.095
74 H 6.264 19.802 -10.010  C70 1.089
75 H 3.504 19.595 -9.863  O71 0.972
76 C 8.049 13.932 -12.613  O77 1.418, H78 1.096, H79 1.091, H80 1.093
77 O 9.148 14.810 -12.435  C76 1.418, H81 0.958
78 H 7.081 14.413 -12.434  C76 1.096
79 H 8.075 13.487 -13.609  C76 1.091
80 H 8.112 13.131 -11.871  C76 1.093
81 H 9.431 15.138 -13.290  O77 0.958

Calculated values
net charge: 0
spin multiplicity: 1
frontier orbital gap: 9.50 eV
SMILES string: CCO.CCO.CCO.CO.CO.CO.CO.CO.CO.CO.CO.CO
highest occupied orbital energy: -9.5 eV
energy relative to the best compared isomer or geometry (same formula, charge and spin): 5.396 eV
E_tot: -1506.57393 Ha
F_max: 1.33 eV/Å